#A
Molecular formula: C4H6NO2
Method: DFT, wB97M-V/def2-TZVPD

SMILES: C=C1[C@H](O)CN1[O-]
charge: -1
HOMO (spin up / spin down): -1.64 / -1.64 eV
Kohn-Sham gap (spin up / spin down): 5.6 / 5.6 eV

Each line ends with the Löwdin charge.
Positions of all 13 atoms, in Å:
N: 1.6817 -0.5839 0.2700  -0.249
O: 2.8357 -0.7869 -0.2907  -0.348
C: 0.6622 -1.5568 -0.1341  -0.183
O: -1.5121 -0.3178 0.4108  -0.065
C: -0.4139 -0.4762 -0.4736  -0.353
H: -0.9325 -0.6540 -1.3897  0.112
C: 0.2604 1.8823 0.0653  -0.045
C: 0.6351 0.6390 -0.2863  -0.137
H: -1.4850 0.6088 0.5606  0.017
H: 0.7881 -2.1917 -0.9812  0.070
H: 0.2369 -2.3421 0.6707  0.131
H: 0.9749 2.6890 0.3944  0.047
H: -0.6920 2.3047 -0.0566  0.004

#B
Molecular formula: C4H6NO2
Method: DFT, wB97M-V/def2-TZVPD

SMILES: C=C1[C@H](O)CN1[O-]
charge: -1
HOMO (spin up / spin down): -1.61 / -1.61 eV
Kohn-Sham gap (spin up / spin down): 5.6 / 5.6 eV

Each line ends with the Löwdin charge.
Positions of all 13 atoms, in Å:
O: 2.7856 -0.2990 0.2663  -0.318
H: -1.0455 -1.2232 1.4578  0.103
H: 0.9342 2.5641 0.4585  -0.031
C: 0.7126 -1.3888 -0.3003  -0.124
H: -0.7838 2.2749 0.3413  -0.011
C: -0.5762 -0.4243 -0.2909  -0.289
H: 0.5211 -2.3747 0.1304  0.086
C: 0.4004 0.6995 0.0159  -0.262
H: -1.0009 -0.5339 -1.2898  0.123
O: -1.5292 -0.6982 0.7598  -0.084
N: 1.4685 -0.2517 0.3174  -0.265
H: 0.9123 -1.7057 -1.2993  0.071
C: 0.1750 2.0133 0.1764  0.002

Stability summary: most stable #B, least stable #A.

#A
Molecular formula: C5H8N2
Method: DFT, wB97M-V/def2-TZVPD

HOMO: -8.58 eV
Kohn-Sham gap: 8.6 eV

Each line ends with the Löwdin charge.
Positions of all 15 atoms, in Å:
H: 2.3976 -1.1065 -1.3298  -0.005
H: 0.3240 2.8683 0.5763  0.083
H: 2.0352 -3.1350 -0.1757  0.070
H: -1.9662 1.2598 -1.1651  0.118
N: -0.7981 1.1288 0.5602  0.000
C: 1.4893 -1.0453 -0.6902  0.064
C: -1.5603 -0.7828 -0.5946  -0.214
H: -1.3071 3.0972 -0.1192  0.075
H: -1.0807 2.8729 1.6432  0.080
C: 1.5395 -2.2231 0.1854  -0.240
C: -1.4469 0.6519 -0.4130  -0.208
C: -0.7267 2.5695 0.6532  -0.127
H: 0.5995 -2.4532 0.6951  0.045
N: -1.7207 -1.9144 -0.7785  0.155
H: 2.2217 -1.7882 0.9527  0.104

#B
Molecular formula: C5H8N2
Method: DFT, wB97M-V/def2-TZVPD

SMILES: Cn1ccc(N)c1
HOMO: -7.48 eV
Kohn-Sham gap: 8.5 eV

Each line ends with the Löwdin charge.
Positions of all 15 atoms, in Å:
H: 1.5093 2.1842 0.2621  0.096
N: -0.6007 -0.2901 0.6105  -0.192
H: -2.5003 -1.1649 0.5334  0.089
C: 0.0241 -0.6428 -0.5668  -0.063
H: -1.3073 -2.0579 1.5066  0.089
C: -1.6573 -1.0578 1.2249  -0.041
C: 0.9008 1.2926 0.1764  -0.052
H: -2.0020 -0.5451 2.1266  0.087
N: 1.8735 0.3276 -1.9403  0.064
H: 1.5876 -0.3010 -2.6813  0.076
C: 0.9626 0.3191 -0.8617  -0.350
H: -0.4294 1.3412 1.9723  0.113
C: -0.0752 0.8858 1.0560  -0.110
H: 1.9779 1.2561 -2.3317  0.078
H: -0.2634 -1.5471 -1.0872  0.116

#C
Molecular formula: C5H8N2
Method: DFT, wB97M-V/def2-TZVPD

HOMO: -6.46 eV
Kohn-Sham gap: 7.5 eV

Each line ends with the Löwdin charge.
Positions of all 15 atoms, in Å:
H: 1.5473 2.0341 -0.1980  0.109
C: 1.1041 1.0591 -0.0438  -0.030
H: -2.0623 1.0294 -0.9800  0.067
H: -2.4861 -0.5736 -0.0064  0.029
N: -0.3989 -0.6629 -0.0129  -0.158
H: -1.6901 -2.2495 0.2459  0.049
C: 1.8407 -0.1742 0.3824  -0.184
H: -1.3807 2.3948 -0.2595  0.098
H: 2.7386 -0.3407 -0.2282  0.112
C: -1.6200 -1.2162 -0.0672  -0.039
N: -1.2175 1.5299 -0.7507  0.117
C: -0.1749 0.7543 -0.2778  -0.302
C: 0.7860 -1.2196 0.2377  -0.097
H: 0.8362 -2.2586 0.5280  0.113
H: 2.1778 -0.1063 1.4305  0.115

Stability summary: most stable #B, least stable #A.

#A
Molecular formula: C5H8N2
Method: DFT, wB97M-V/def2-TZVPD

HOMO (spin up / spin down): -7.18 / -7.19 eV
Kohn-Sham gap (spin up / spin down): 7.5 / 7.5 eV

Each line ends with the Löwdin charge.
Positions of all 15 atoms, in Å:
H: 1.9478 0.9735 0.2638  0.112
C: -1.3164 1.1500 -0.7331  -0.026
H: -1.3565 2.2338 -0.5722  0.096
C: -0.2818 -0.1344 1.2889  -0.111
H: -1.2067 0.9826 -1.8066  0.092
H: 1.4070 0.8268 -1.4582  0.105
C: 1.3092 -1.1371 -0.2432  -0.544
H: 0.5108 -0.0143 2.0339  0.126
N: 2.1035 -1.9966 -0.5075  0.079
H: -2.2668 0.7247 -0.4012  0.086
H: -0.5777 -2.0996 0.3942  0.143
H: -1.2795 -0.1755 1.7242  0.125
N: -0.0697 -1.2148 0.3125  0.055
C: 1.2246 0.5310 -0.4271  -0.069
C: -0.1566 0.6079 0.0253  -0.270

#B
Molecular formula: C5H8N2
Method: DFT, wB97M-V/def2-TZVPD

SMILES: CN1C=C=NCC1
HOMO: -8.07 eV
Kohn-Sham gap: 8.5 eV

Each line ends with the Löwdin charge.
Positions of all 15 atoms, in Å:
C: 0.7141 0.3383 0.3226  -0.243
H: -1.8061 0.9813 -0.7670  0.105
H: 2.4866 0.8679 -0.7697  0.103
N: 0.8660 -0.0159 -2.3792  0.114
H: 0.4552 1.3914 0.5567  0.131
H: -1.7246 0.3673 1.6842  0.084
C: -1.3241 -0.6088 1.3543  -0.096
N: -0.4873 -0.4988 0.1723  -0.208
H: -2.1683 -1.2665 1.1270  0.086
C: -1.1151 0.1600 -0.9363  -0.160
H: 1.4546 -0.0225 1.0584  0.131
H: -0.7560 -1.0466 2.1825  0.084
C: 1.6666 0.1365 -0.8273  -0.077
C: -0.2881 0.1103 -1.9823  -0.155
H: 2.0264 -0.8940 -0.7963  0.102

Stability summary: most stable #B, least stable #A.

#A
Molecular formula: C5H8N2
Method: DFT, wB97M-V/def2-TZVPD

HOMO (spin up / spin down): -7.17 / -6.45 eV
Kohn-Sham gap (spin up / spin down): 7.7 / 6.9 eV

Each line ends with the Löwdin charge.
Positions of all 15 atoms, in Å:
H: 1.8639 -1.3464 0.0423  0.047
H: 0.4346 0.0422 2.2701  0.085
C: 0.1542 0.6802 -1.0146  -0.133
H: -2.1747 0.6412 1.2666  0.118
H: 0.9462 1.4260 -1.0626  0.135
H: 1.9685 -1.8438 1.6441  0.075
H: 0.4953 -2.1927 0.7657  0.081
H: 0.6590 -0.2565 -1.2968  0.122
C: 0.5823 -0.1015 1.2196  -0.170
C: 1.2523 -1.4073 0.9322  -0.116
N: -0.2934 0.4371 0.3419  -0.124
H: -1.1283 1.1487 -2.8225  0.106
N: -2.0695 1.0440 -0.8978  0.055
C: -1.6033 0.7290 0.3552  -0.134
C: -1.0872 0.9998 -1.7434  -0.146

#B
Molecular formula: C5H8N2
Method: DFT, wB97M-V/def2-TZVPD

SMILES: CC1(C)N[C@H]1C#N
HOMO: -9.94 eV
Kohn-Sham gap: 10.8 eV

Each line ends with the Löwdin charge.
Positions of all 15 atoms, in Å:
H: 0.7778 1.5930 -1.2615  0.080
H: 0.8652 -0.1252 -1.7043  0.085
C: 0.0749 0.2124 0.2794  -0.500
C: -1.1648 -1.1974 -1.4643  -0.201
C: -1.0445 -0.7315 -0.1059  -0.254
C: 0.5887 0.0661 1.7010  -0.027
H: -1.4023 -1.4526 0.6267  0.141
H: -1.4568 1.2044 -0.6422  0.108
N: -1.4143 -1.6435 -2.4958  0.161
C: 1.0140 0.6076 -0.8560  -0.016
H: 2.0650 0.6283 -0.5508  0.080
H: 1.5381 -0.4778 1.7383  0.083
N: -1.3020 0.6691 0.2088  0.096
H: -0.1484 -0.4877 2.2918  0.080
H: 0.7228 1.0383 2.1859  0.085

#C
Molecular formula: C5H8N2
Method: DFT, wB97M-V/def2-TZVPD

HOMO (spin up / spin down): -7.09 / -6.91 eV
Kohn-Sham gap (spin up / spin down): 7.1 / 7.8 eV

Each line ends with the Löwdin charge.
Positions of all 15 atoms, in Å:
N: 1.8907 -1.1996 0.9087  0.012
H: -1.4464 1.8957 -1.1308  0.110
H: 0.7967 2.7702 -0.5994  0.108
C: -0.8215 1.2125 -0.5434  -0.196
H: -2.8188 -1.1888 -0.9426  0.053
H: 2.6444 -0.5726 1.2222  0.079
C: -2.1941 -1.1301 -0.0718  -0.085
C: -1.2232 0.0256 -0.1839  0.008
H: -2.9167 -1.0308 0.6845  0.046
H: -1.4777 -2.0383 -0.0335  0.110
H: 2.3221 1.2776 0.3931  0.093
C: 0.4555 1.7609 -0.2417  -0.118
H: 2.1060 -2.1603 0.6487  0.082
N: 1.2216 -0.4616 -0.0573  -0.058
C: 1.4613 0.8397 -0.0529  -0.244

Stability summary: most stable #B, least stable #C.